[1]
14
Properties=species:S:1:pos:R:3 method="wB97M-V/def2-TZVPD" s2=2.027 gap_ev="7.5 / 6.9" charge=+1 spin_multiplicity=3
H 0.464 -0.393 1.323
N -1.345 -2.130 0.025
C 0.325 -0.462 0.282
S 2.323 -2.382 -1.057
H 1.175 1.302 0.399
C -0.274 -2.990 0.113
H -2.360 -2.427 -0.170
H 0.867 0.564 -1.205
N 0.569 0.848 -0.288
O -1.721 0.092 -0.630
O -0.309 -4.157 0.427
H -0.423 1.206 -0.569
C 0.966 -2.345 -0.348
C -1.053 -0.778 -0.054

[2]
9
Properties=species:S:1:pos:R:3 method="wB97M-V/def2-TZVPD" smiles="NPS(=O)(=O)[O-]" relative_energy_kcal_mol=7.9 gap_ev=9.1 charge=-1
O -0.837 -1.314 0.566
H 2.063 -0.505 -1.034
O -2.301 0.696 0.620
H 0.646 1.149 1.348
O -1.496 -0.218 -1.511
H 1.022 -0.830 0.268
P 0.526 1.252 0.035
S -1.270 -0.027 -0.091
N 1.647 -0.202 -0.201

[3]
82
Properties=species:S:1:pos:R:3 method="wB97M-V/def2-TZVPD" s2=3.811 relative_energy_kcal_mol=21.6 gap_ev="3.9 / 6.6" charge=-2 spin_multiplicity=4
O -2.311 1.287 1.835
H 0.544 -4.614 -7.118
C -0.102 -2.700 0.221
C 2.146 4.817 3.810
C 2.559 -4.189 -1.719
O -0.019 2.564 2.042
O 4.364 6.171 4.579
C -1.629 3.630 -0.185
Br -5.013 2.233 2.886
C 0.486 -3.842 -0.267
C -2.782 -0.265 5.337
C -5.658 0.769 0.462
H -1.708 -1.922 2.570
N 1.662 -3.422 -0.882
O 0.756 -6.078 -0.777
C -1.499 4.830 -2.231
C -2.977 0.111 -0.038
C 1.022 4.151 3.412
H -2.140 6.602 -2.490
Br 0.184 1.117 -2.726
O 5.626 5.061 3.116
C 1.701 -2.051 -0.750
H -0.547 3.747 -3.827
H -3.570 -1.969 4.270
N 0.061 -5.146 -0.194
C -0.773 0.626 4.401
H 3.433 -3.572 -1.919
C 1.057 -4.295 -6.210
H 2.603 -5.821 -6.410
H -2.417 5.603 -0.431
O 3.665 -3.736 -4.721
O 1.475 1.240 0.314
H -1.054 -2.630 0.710
H 1.311 -6.265 -5.290
C -1.785 -1.234 3.398
Br -6.658 -0.544 -1.873
H 4.470 3.391 1.784
S 2.980 -4.947 -4.323
C 2.344 2.886 1.806
H 3.409 1.782 0.312
C -1.904 4.774 -0.902
C 2.426 1.934 0.776
O -1.029 -5.378 0.435
H 2.857 -5.097 -1.205
C -3.976 -0.295 -0.908
C 1.905 -5.432 -5.665
O -1.701 -0.149 -0.171
H 2.536 -0.173 -1.124
H 1.212 -5.434 -2.824
C 3.508 3.594 2.231
H -1.717 1.441 6.116
C 1.077 3.157 2.392
H -3.574 -0.231 6.072
C 2.806 -1.211 -1.294
N -0.812 -0.311 3.446
O 0.095 -0.305 2.482
Ti -0.420 0.955 0.912
H 1.681 -3.434 -6.446
O 3.770 -6.105 -3.977
H -1.910 3.529 0.856
N 0.669 -1.603 -0.084
C 1.848 -4.567 -3.021
H 2.958 -1.368 -2.366
N -0.997 2.573 -0.711
N 4.508 5.284 3.672
H 1.248 -3.728 -3.378
C 3.408 4.560 3.232
H 3.759 -1.413 -0.795
Br -3.431 -1.302 -2.408
H 0.037 1.333 4.309
Br -7.464 1.212 0.826
H 2.109 5.573 4.583
C -3.314 0.903 1.100
C -0.862 3.738 -2.795
C -0.649 2.636 -1.986
H 0.297 -3.983 -5.493
C -1.756 0.664 5.367
C -5.322 0.030 -0.661
C -4.650 1.202 1.338
H 0.054 4.362 3.851
O -1.709 5.918 -3.013
C -2.787 -1.229 4.342

[4]
15
Properties=species:S:1:pos:R:3 method="wB97M-V/def2-TZVPD" s2=0.756 relative_energy_kcal_mol=60.1 gap_ev="4.3 / 8.6" charge=0 spin_multiplicity=2
N -0.365 -0.593 1.580
H -1.126 -0.683 2.247
C 1.453 1.031 1.456
H -0.132 -1.484 -2.549
H -0.693 -0.023 0.799
H 0.958 -0.242 3.205
H 0.512 0.081 -3.128
H -0.152 -1.536 1.156
C -0.382 -0.484 -2.864
H 2.476 1.241 1.766
C 0.716 0.150 2.235
H -0.988 -0.446 -3.778
H -1.775 0.680 -2.191
H 1.337 1.125 0.388
O -1.066 0.164 -1.786